1.
# C4H7ClS

C4H7ClS in the gas phase at a distorted geometry (ωB97M-V/def2-TZVPD, OMol25).

The geometry in XYZ format:
```
13
Properties=species:S:1:pos:R:3:nbo_charge:R:1
C -0.0597 0.4180 -0.4690 -0.407
C 1.3020 0.9311 0.1267 -0.364
C -0.7559 -0.6587 0.2579 -0.201
C -0.9284 -1.9537 -0.1517 -0.362
H -1.0323 2.0738 0.7674 0.108
H 0.1226 0.1236 -1.5740 0.238
H 1.0429 1.4042 1.0592 0.206
H 1.8274 1.5867 -0.5982 0.236
H -1.0109 -0.4860 1.2921 0.198
H -0.5998 -2.2546 -1.1432 0.193
H -1.2850 -2.6820 0.5376 0.204
S -1.1432 1.8399 -0.5697 0.019
Cl 2.5203 -0.3422 0.4650 -0.071
```

Properties
E   -1014.951607 hartree
Charge   0
HOMO energy   -0.3407 Eh
Energy relative to the best compared isomer or geometry (same formula, charge and spin)   0.470 eV
Structure (SMILES)   C=C[C@@H](S)CCl

***

2.
# C4H7ClSi

2 unconnected molecules or ions with the total composition C4H7ClSi at a distorted geometry (ωB97M-V/def2-TZVPD, OMol25).

The geometry in XYZ format:
```
13
Properties=species:S:1:pos:R:3:nbo_charge:R:1
C -1.7993 -2.9100 0.2476 -0.436
C -1.1627 -1.8984 0.1539 -0.363
C 0.5152 1.1879 1.5168 -1.152
C 0.1379 0.8225 -1.6461 -1.153
Si 0.7696 0.1005 -0.0084 1.654
Cl 2.6023 -0.7188 -0.1191 -0.340
H -2.4357 -3.7463 0.3293 0.218
H 0.9670 2.1677 1.3715 0.254
H -0.5449 1.3391 1.6963 0.268
H 0.9458 0.7458 2.4095 0.262
H 0.8772 0.7318 -2.4359 0.255
H -0.7577 0.3051 -1.9741 0.282
H -0.1147 1.8730 -1.5412 0.249
```

Properties
E   -906.209347 hartree
Charge   0
HOMO energy   -0.3358 Eh
Energy relative to the best compared isomer or geometry (same formula, charge and spin)   1.570 eV

***

3.
# C4H7CuO2

A molecular structure, C4H7CuO2 at a distorted geometry (ωB97M-V/def2-TZVPD, OMol25).

The geometry in XYZ format:
```
14
Properties=species:S:1:pos:R:3:nbo_charge:R:1
O -2.7001 -0.9235 2.9151 -0.834
C -2.3819 0.2393 2.5713 0.313
O -1.3430 0.3508 1.7213 -0.555
Cu -4.2234 0.2498 4.1641 0.796
C 1.6754 1.0686 -2.3481 -0.388
C 2.6053 0.4091 -3.0405 -0.390
H 1.9075 1.5458 -1.3925 0.196
H 0.6242 1.0499 -2.6455 0.196
H 3.6409 0.3548 -2.6976 0.193
H 2.3607 -0.1166 -3.9663 0.193
C -0.6766 -0.8354 1.2703 -0.285
H -0.2643 -1.3984 2.1176 0.187
H 0.1418 -0.5116 0.6185 0.191
H -1.3665 -1.4825 0.7124 0.187
```

Properties
E   -1947.410122 hartree
Charge   0
HOMO energy (alpha / beta)   -0.2771 / -0.2771 Eh
Energy relative to the best compared isomer or geometry (same formula, charge and spin)   1.500 eV

***

4.
# C4H7ErO

A molecular structure, C4H7ErO at a distorted geometry (ωB97M-V/def2-TZVPD, OMol25).

The geometry in XYZ format:
```
13
Properties=species:S:1:pos:R:3:nbo_charge:R:1
H 1.8584 0.3969 0.4315 0.291
C -0.2812 0.8974 0.4604 -0.457
C 1.0253 0.4751 -0.2767 -0.509
C 0.3764 -0.8257 -0.4916 0.525
O -0.0883 -1.2252 -1.6077 -0.884
Er -0.6143 -0.8086 -3.8174 1.932
H -0.0308 1.7476 1.1090 0.281
H -1.0217 1.2205 -0.2957 0.214
H 1.2077 1.0364 -1.1998 0.223
H 0.2399 -1.6580 0.4450 0.280
C -0.6105 -0.4152 1.5129 -0.338
H -0.4829 0.0217 2.5184 0.241
H -1.5781 -0.8628 1.2119 0.201
```

Properties
E   -1246.046689 hartree
Charge   +2
HOMO energy (alpha / beta)   -0.5736 / -0.6495 Eh
2S+1   4

***

5.
# C4H7ErO3

A molecular structure, C4H7ErO3 at a distorted geometry (ωB97M-V/def2-TZVPD, OMol25).

The geometry in XYZ format:
```
15
Properties=species:S:1:pos:R:3:nbo_charge:R:1
O 1.6934 -1.2274 -0.3235 -0.475
C 0.9368 -0.7856 0.5770 1.059
O -0.0829 -0.0382 0.3998 -0.500
Er -2.0785 2.2120 -0.4246 1.821
O 0.9679 -1.3575 1.7502 -0.413
C 2.0958 -2.1771 2.0798 -0.276
H 3.0268 -1.6177 1.9326 0.213
H 1.9684 -2.4335 3.1343 0.243
H 2.0946 -3.0806 1.4600 0.219
C 1.7210 -0.8013 -1.7720 0.008
H 2.2606 0.1591 -1.7458 0.187
H 2.1348 -1.7174 -2.2212 0.225
C -0.5193 0.2767 -1.1620 -0.786
H -1.0695 -0.6364 -1.4211 0.222
H -0.0898 0.6050 -2.1199 0.252
```

Properties
E   -1396.478414 hartree
Charge   +2
HOMO energy (alpha / beta)   -0.5835 / -0.5815 Eh
2S+1   4

***

6.
# C4H7EuO2

A molecular structure, C4H7EuO2 at a distorted geometry (ωB97M-V/def2-TZVPD, OMol25).

The geometry in XYZ format:
```
14
Properties=species:S:1:pos:R:3:nbo_charge:R:1
O 1.3455 2.1077 -0.8939 -0.925
C 1.1310 0.8386 -1.3517 -0.022
C -0.3124 0.3521 -1.0996 -0.432
C -0.6676 0.3988 0.3907 -0.578
C -0.5050 -0.8881 1.0889 0.502
O -0.6706 -1.0454 2.2954 -0.753
Eu -0.2086 -3.2290 4.1127 0.995
H 0.0082 1.1040 0.9119 0.304
H 1.8103 0.0833 -0.8714 0.060
H 1.2980 0.7332 -2.4550 0.107
H -0.4602 -0.6495 -1.5375 0.166
H -0.9989 1.0246 -1.6382 0.207
H -1.6567 0.9055 0.5596 0.251
H -0.1129 -1.7356 0.4881 0.117
```

Properties
E   -1017.104411 hartree
Charge   0
HOMO energy (alpha / beta)   -0.1868 / -0.1868 Eh
2S+1   7